{"formula": "C22H34CaN2O6P2S4Te", "method": "ωB97M-V/def2-TZVPD", "e_lumo_ev": 0.3, "homo_lumo_gap_ha": 0.2855, "e_tot_ha": -4640.885982, "de_lowest_kcal_mol": 45.42, "e_homo_ev": -7.43, "elements": ["Te", "Ca", "S", "S", "S", "S", "P", "P", "O", "O", "O", "O", "O", "O", "N", "N", "C", "C", "C", "C", "C", "C", "C", "C", "C", "C", "C", "C", "C", "C", "C", "C", "C", "C", "C", "C", "C", "C", "H", "H", "H", "H", "H", "H", "H", "H", "H", "H", "H", "H", "H", "H", "H", "H", "H", "H", "H", "H", "H", "H", "H", "H", "H", "H", "H", "H", "H", "H", "H", "H", "H", "H"], "coordinates": [[1.181, 2.198, 0.734], [-1.054, 0.373, -0.149], [4.579, -1.198, -2.145], [2.749, -2.515, 3.762], [-1.944, 2.020, 1.696], [-3.444, -0.573, 0.066], [-1.037, -0.938, -2.800], [-0.803, 2.406, -2.500], [-1.744, 2.450, 0.313], [-3.036, 0.436, -0.926], [-1.179, 0.793, 1.941], [-4.474, -1.457, -0.412], [-1.691, 3.059, 2.658], [-2.252, -1.275, 0.548], [1.602, -1.263, 1.850], [2.499, -0.556, -0.807], [-4.417, 2.355, 2.751], [0.158, -1.439, 3.872], [-6.277, 0.854, 2.528], [3.593, -2.339, 2.288], [-1.194, 1.542, -4.103], [3.260, -1.356, 0.014], [3.336, 2.153, 0.471], [2.834, -1.659, 1.382], [1.394, -1.644, 3.067], [3.055, -0.366, -1.955], [-2.207, -2.356, -2.777], [0.065, -1.596, -4.141], [-5.727, 2.015, 3.049], [-1.996, 0.262, -3.838], [0.350, 3.703, -3.129], [-5.524, 0.055, 1.682], [-4.216, 0.395, 1.370], [-2.319, 3.434, -2.363], [1.504, 2.129, 2.851], [4.415, -1.806, -0.554], [2.525, 0.518, -3.031], [-3.658, 1.550, 1.916], [1.273, 3.243, -3.489], [-3.159, 2.786, -2.110], [-0.481, -2.321, 3.795], [-0.526, -2.169, -4.856], [-0.247, 1.298, -4.595], [-1.745, 2.211, -4.767], [-0.388, -0.589, 3.481], [-2.193, 4.145, -1.548], [1.498, 0.780, -2.784], [-0.101, 4.282, -3.935], [-2.509, 3.954, -3.302], [1.742, 1.116, 3.164], [-2.621, -2.511, -3.775], [0.584, 2.464, 3.318], [-2.280, -0.234, -4.769], [3.747, 1.246, 0.913], [-5.937, -0.835, 1.229], [0.828, -2.245, -3.709], [2.568, 0.022, -4.000], [-2.906, 0.496, -3.285], [3.123, 1.430, -3.093], [3.795, 3.021, 0.940], [-1.656, -3.247, -2.474], [-7.295, 0.577, 2.763], [5.169, -2.449, -0.132], [4.587, -2.739, 2.170], [0.402, -1.281, 4.922], [0.607, 4.370, -2.305], [3.575, 2.165, -0.593], [-3.956, 3.238, 3.171], [2.320, 2.804, 3.094], [-3.014, -2.192, -2.071], [0.561, -0.784, -4.671], [-6.315, 2.654, 3.695]], "forces_ev_per_a": [[2.33, 1.09, 0.40], [4.84, -0.71, -2.58], [-0.35, 0.16, 0.17], [-0.29, 0.25, -0.27], [-1.09, 2.13, 2.17], [-2.91, -1.42, -0.18], [-0.24, -0.55, -1.02], [-0.17, 0.44, -0.81], [-0.57, 0.27, 0.25], [-1.02, 0.04, -0.30], [-0.32, 0.04, 1.15], [0.12, 0.13, 0.17], [-0.12, -0.15, -0.06], [-0.54, -0.58, 0.50], [-0.37, -0.01, -0.29], [-0.32, -0.06, 0.04], [0.08, 0.03, 0.02], [-0.05, -0.05, -0.14], [0.07, 0.14, 0.07], [-0.03, -0.02, 0.06], [0.06, -0.15, 0.26], [0.22, -0.09, -0.31], [-0.24, -0.15, -0.19], [0.05, -0.13, 0.36], [0.61, -0.35, 0.33], [0.54, -0.29, -0.12], [0.17, 0.12, 0.06], [0.11, 0.09, 0.34], [-0.12, -0.12, -0.03], [0.13, 0.01, 0.14], [0.06, -0.20, 0.23], [0.07, -0.16, -0.07], [-0.01, -0.02, -0.26], [0.09, -0.24, 0.18], [-0.25, -0.04, -0.10], [0.01, 0.06, -0.07], [0.08, 0.02, 0.07], [0.25, -0.01, 0.08], [0.00, 0.03, -0.01], [-0.03, 0.05, 0.00], [-0.01, 0.02, 0.02], [-0.03, 0.01, -0.01], [0.00, 0.04, -0.03], [0.05, 0.05, -0.01], [-0.06, 0.09, 0.02], [-0.03, 0.03, -0.02], [-0.02, 0.01, -0.04], [-0.02, -0.01, -0.03], [-0.02, 0.04, -0.01], [0.01, -0.03, -0.09], [-0.01, -0.04, -0.01], [0.00, 0.02, 0.10], [-0.01, 0.01, -0.02], [-0.09, -0.01, -0.01], [-0.05, 0.04, 0.02], [0.02, 0.00, -0.05], [-0.05, 0.04, -0.02], [-0.07, -0.02, -0.05], [-0.05, 0.02, 0.00], [-0.18, 0.06, 0.03], [-0.04, -0.02, 0.01], [-0.01, -0.01, 0.00], [-0.04, 0.00, 0.03], [-0.01, 0.04, -0.04], [-0.03, 0.02, 0.00], [0.00, 0.02, -0.02], [-0.04, -0.01, 0.02], [-0.01, -0.02, 0.00], [-0.01, 0.05, -0.07], [-0.10, -0.04, 0.02], [0.02, -0.01, 0.01], [0.01, 0.01, 0.01]]}